# 1
8
Properties=species:S:1:pos:R:3:forces:R:3 method="wB97M-V/def2-TZVPD" smiles="FC(F)=C(Cl)Br.Cl" homo_lumo_gap_ev=10.21 relative_energy_ev=1.360 multiplicity=1 e_homo_ev=-9.87
F 0.13634 -0.47195 1.99736 0.0 0.6 -0.9
C -0.23076 0.08130 0.84780 -0.3 1.8 2.3
F -0.11392 1.42167 0.84603 0.7 -1.1 0.3
C -0.92847 -0.50353 -0.07454 -0.5 -1.4 -1.8
Cl -1.21719 0.39168 -1.55123 -0.3 -0.8 0.6
Br -1.34446 -2.35321 0.12693 0.1 0.8 -0.5
Cl 2.36303 0.35169 -0.85065 -1.2 1.0 -0.7
H 1.33543 1.08236 -1.34170 1.4 -1.0 0.6

=====

# 2
6
Properties=species:S:1:pos:R:3:forces:R:3 method="wB97M-V/def2-TZVPD" homo_lumo_gap_ev="7.11 / 7.12" relative_energy_ev=2.942 multiplicity=1 e_homo_ev="-9.63 / -9.64"
C 0.42986 0.26117 0.47222 -3.1 0.6 1.2
C 0.18686 -0.36921 -0.60831 -2.2 0.2 0.2
F -2.29851 0.27571 -0.29228 2.0 -0.6 -0.2
Cl 0.15546 -1.39355 -1.79636 0.0 -0.3 -0.7
Br 2.03211 0.64467 1.16387 2.0 0.3 0.7
H -0.50578 0.58120 1.06085 1.1 -0.3 -1.2

=====

# 3
9
Properties=species:S:1:pos:R:3:forces:R:3 method="wB97M-V/def2-TZVPD" homo_lumo_gap_ev="8.50 / 8.61" relative_energy_ev=1.132 multiplicity=1 e_homo_ev="-8.82 / -8.86"
C -0.93286 -0.24628 -0.45386 4.3 1.7 0.2
C 1.36826 0.25269 0.28228 -3.3 -0.4 -1.3
O -1.45091 -0.80930 0.59712 0.0 -0.7 0.4
F -1.28767 0.98923 -0.80066 -0.7 -0.6 0.2
F -0.79332 -1.00105 -1.53269 -0.4 0.0 0.3
F 1.20177 0.62903 1.54773 0.3 -0.3 0.0
F 2.02471 -0.89276 0.20327 0.3 0.2 0.3
Br 2.20924 1.67505 -0.73957 -0.2 -0.4 0.2
H -2.33922 -0.59662 0.89638 -0.4 0.5 -0.3

=====

# 4
7
Properties=species:S:1:pos:R:3:forces:R:3 method="wB97M-V/def2-TZVPD" smiles=[O-][N+]#CBr.C#N homo_lumo_gap_ev=9.40 relative_energy_ev=3.391 multiplicity=1 e_homo_ev=-9.49
O -0.70561 2.47091 1.06168 -1.2 -0.6 -0.1
N -1.35549 1.46009 0.89134 1.2 -1.8 -0.7
C -1.65441 0.34719 0.57333 0.2 2.6 0.9
Br -2.66816 -1.08652 0.95393 -0.2 -0.2 -0.1
C 2.12430 -1.10678 -1.09489 0.8 -0.6 -1.6
N 1.59752 -0.20046 -0.60581 0.6 -1.2 -0.3
H 2.66184 -1.88444 -1.77957 -1.3 1.8 1.9